12
Properties=species:S:1:pos:R:3 method="wB97M-V/def2-TZVPD" smiles="N#CC(C#N)=C(N)N" orbital_gap_ha=0.348 e_above_lowest_kj_mol=176.21 lumo_ev=0.1 charge=0 energy_ev=-10171.0115 e_homo_ev=-9.424 largest_force_ev_per_a=7.28
C -0.027 0.404 0.140
H 0.707 2.305 0.411
C 1.094 -1.193 -1.223
N -1.082 0.935 0.897
H -0.576 1.182 1.932
C -0.162 -0.711 -0.651
C -1.159 -1.786 -0.549
N -2.020 -2.655 -0.596
N 1.083 1.257 0.298
N 2.231 -1.465 -1.501
H 1.849 1.273 -0.386
H -1.939 0.453 1.227



13
Properties=species:S:1:pos:R:3 method="wB97M-V/def2-TZVPD" smiles="N#CC(N)(C#N)C(N)=O" orbital_gap_ha=0.413 e_above_lowest_kj_mol=98.63 lumo_ev=0.4 charge=0 energy_ev=-12219.4878 e_homo_ev=-10.846 largest_force_ev_per_a=4.49
H 1.160 -1.658 -1.007
C -0.265 -0.475 -0.051
H 1.664 -1.213 0.401
C -0.883 -0.149 -1.376
O -1.196 1.166 1.446
H 1.283 1.386 -0.399
N 1.076 -0.949 -0.311
N -1.395 0.034 -2.352
N 0.735 1.770 0.341
C -0.319 0.940 0.709
C -1.130 -1.437 0.700
H 0.858 2.768 0.505
N -1.588 -2.182 1.395



14
Properties=species:S:1:pos:R:3 method="wB97M-V/def2-TZVPD" orbital_gap_ha=0.306 e_above_lowest_kj_mol=91.17 lumo_ev=4.2 charge=-1 energy_ev=-13709.1333 e_homo_ev=-4.175 largest_force_ev_per_a=4.36
H 2.198 -0.393 -1.376
C 0.689 0.520 0.109
H -0.329 -0.031 2.822
O 1.487 0.790 1.068
H 0.408 1.641 -2.730
N -1.457 -0.860 0.055
C 1.109 -0.189 -1.388
N -2.208 -1.422 0.865
H 0.590 -1.135 -1.539
N -1.877 -1.129 2.099
N 0.179 1.684 -0.792
N -0.528 -0.207 0.673
C -0.814 -0.374 1.984
C 0.553 1.105 -1.851



10
Properties=species:S:1:pos:R:3 method="wB97M-V/def2-TZVPD" orbital_gap_ha=0.383 e_above_lowest_kj_mol=69.05 lumo_ev=-6.7 charge=+1 energy_ev=-7739.7281 e_homo_ev=-17.122 largest_force_ev_per_a=4.36
H -0.644 2.397 -0.045
H 1.776 1.369 0.101
O -1.521 -0.629 0.014
N -1.561 0.689 -0.019
C -0.408 1.290 -0.027
C 0.862 -0.749 -0.029
H 1.717 -1.284 -0.048
C -0.433 -1.304 -0.048
H -0.683 -2.419 0.082
C 0.894 0.641 0.018



12
Properties=species:S:1:pos:R:3 method="wB97M-V/def2-TZVPD" orbital_gap_ha=0.263 e_above_lowest_kj_mol=268.13 lumo_ev=-0.4 charge=0 energy_ev=-19082.6556 e_homo_ev=-7.525 largest_force_ev_per_a=4.31
C 0.006 0.626 0.500
C -0.604 1.599 1.486
H -1.063 0.979 2.324
H 0.115 2.124 2.147
N 0.998 0.004 0.271
P 3.025 -1.728 -0.124
H -1.377 2.072 0.981
O -1.230 -1.575 -2.577
C 1.706 -0.776 -0.369
O -2.526 -0.135 -1.313
H 2.785 -2.334 -1.384
C -1.837 -0.856 -1.942



13
Properties=species:S:1:pos:R:3 method="wB97M-V/def2-TZVPD" orbital_gap_ha="0.282 / 0.282" e_above_lowest_kj_mol=463.86 lumo_ev="4.0 / 4.0" charge=-1 energy_ev=-13889.6631 e_homo_ev="-3.681 / -3.680" largest_force_ev_per_a=4.38
H 1.772 1.080 -1.803
O -2.839 -0.004 -0.714
O -2.085 1.340 0.901
H -0.137 0.320 1.872
C -0.619 -0.446 0.077
O 1.521 -0.635 1.124
O -0.732 -1.480 -0.698
C -1.972 0.439 0.053
C 2.015 0.118 0.022
H 3.024 0.259 0.335
C 1.418 0.598 -0.958
H -1.484 -1.171 -1.401
N 0.118 -0.418 1.192



11
Properties=species:S:1:pos:R:3 method="wB97M-V/def2-TZVPD" orbital_gap_ha=0.318 e_above_lowest_kj_mol=61.48 lumo_ev=-6.5 charge=+1 energy_ev=-18574.2510 e_homo_ev=-15.153 largest_force_ev_per_a=3.63
C -0.694 -0.432 -0.415
C -1.385 0.520 0.498
O -0.897 1.494 0.973
C 0.772 -0.956 0.880
S 2.032 -0.025 0.539
H 1.712 1.430 -1.652
C 1.233 0.616 -1.044
H -1.334 -1.323 -0.805
N 0.095 0.232 -1.231
H 0.838 -1.783 1.605
H -2.372 0.228 0.651



12
Properties=species:S:1:pos:R:3 method="wB97M-V/def2-TZVPD" orbital_gap_ha="0.246 / 0.246" e_above_lowest_kj_mol=219.22 lumo_ev="3.4 / 3.4" charge=-1 energy_ev=-29419.2091 e_homo_ev="-3.315 / -3.315" largest_force_ev_per_a=5.07
H -0.807 2.001 -0.364
H 1.127 1.925 -0.327
C 0.035 -2.352 0.161
S -2.541 0.483 0.175
C 0.146 1.638 0.110
N 0.080 0.166 0.010
O -1.157 -1.661 -0.119
C 1.096 -0.670 -0.006
H 0.334 -2.804 -0.728
H 0.126 2.028 1.171
C -1.140 -0.394 0.037
S 2.700 -0.359 -0.120